Version P
This record from the Open Molecules 2025 dataset describes a 9-piece molecular cluster, C18H54O9 overall. The level of theory is the ωB97M-V functional and the def2-TZVPD basis.

The geometry in XYZ format:
```
81
Properties=species:S:1:pos:R:3:mulliken_charge:R:1
C 4.248 3.065 2.217 -1.252
C 3.218 3.513 1.199 -0.008
O 1.988 2.774 1.328 -0.434
H 3.935 3.231 3.275 0.294
H 5.119 3.656 1.995 0.393
H 4.364 2.012 2.295 0.286
H 3.586 3.458 0.183 0.241
H 3.090 4.604 1.418 0.301
H 1.419 3.216 1.914 0.190
C 0.523 -2.008 0.876 -0.909
C 0.641 -0.466 0.965 0.237
O 1.839 -0.134 1.699 -0.569
H 0.832 -2.328 1.822 0.350
H 1.089 -2.493 0.062 0.176
H -0.533 -2.369 0.707 0.072
H -0.178 0.042 1.392 0.423
H 0.792 -0.074 -0.019 -0.035
H 1.832 0.828 1.753 0.217
C -5.533 -4.022 0.691 -1.258
C -4.072 -3.817 0.962 -0.074
O -3.893 -2.676 1.782 -0.470
H -5.959 -4.398 1.650 0.285
H -5.804 -4.712 -0.088 0.386
H -6.013 -3.122 0.351 0.321
H -3.490 -3.575 0.025 0.220
H -3.642 -4.740 1.508 0.278
H -2.976 -2.517 2.064 0.253
C -1.569 2.256 -4.364 -0.869
C -1.101 0.786 -4.368 -0.341
O -0.596 0.518 -3.117 -0.450
H -1.958 2.616 -5.265 0.464
H -0.639 2.849 -4.180 0.061
H -2.284 2.416 -3.615 0.225
H -0.290 0.577 -5.066 0.370
H -1.879 0.103 -4.700 0.252
H -1.253 0.463 -2.380 0.471
C 1.306 4.569 -1.766 -1.198
C 1.855 3.348 -2.446 0.509
O 3.194 3.218 -1.887 -0.611
H 1.990 5.386 -2.003 0.313
H 1.214 4.455 -0.687 0.198
H 0.331 4.923 -2.084 0.390
H 1.952 3.552 -3.511 0.287
H 1.297 2.448 -2.300 -0.255
H 3.458 2.254 -1.972 0.334
C -4.282 0.185 -2.490 -1.044
C -3.298 -0.551 -1.627 -0.009
O -2.282 0.345 -1.228 -0.623
H -3.861 0.405 -3.485 0.188
H -4.623 1.193 -2.125 0.233
H -5.097 -0.487 -2.724 0.395
H -2.828 -1.372 -2.055 0.331
H -3.779 -1.039 -0.752 0.127
H -2.386 0.561 -0.301 0.225
C 5.322 -2.905 2.970 -1.188
C 4.013 -2.180 2.879 -0.017
O 4.000 -1.622 1.574 -0.461
H 5.502 -3.356 2.004 0.299
H 5.166 -3.741 3.683 0.341
H 6.260 -2.324 3.217 0.270
H 3.914 -1.389 3.591 0.295
H 3.186 -2.914 2.994 0.156
H 3.191 -1.033 1.497 0.394
C 3.142 -2.104 -2.183 -0.737
C 3.557 -0.761 -2.873 -0.398
O 2.717 0.325 -2.436 -0.286
H 3.487 -3.004 -2.690 0.423
H 2.063 -2.201 -2.244 0.155
H 3.460 -2.122 -1.179 0.094
H 3.514 -0.874 -3.958 0.333
H 4.600 -0.563 -2.563 0.322
H 1.777 0.152 -2.723 0.058
C -3.844 -0.223 4.966 -0.816
C -4.627 0.389 3.795 -0.274
O -3.876 -0.040 2.579 -0.387
H -3.865 -1.352 4.825 0.170
H -4.217 0.045 5.994 0.338
H -2.804 0.074 4.949 0.239
H -4.627 1.490 3.944 0.227
H -5.670 0.133 3.638 0.298
H -4.352 -0.823 2.223 0.267
```

The calculation puts the HOMO energy at -0.3373 Eh. The orbital gap comes out at 0.353 hartree. Its lowest unoccupied orbital energy is 0.0156 hartree. Its SMILES is CCO.CCO.CCO.CCO.CCO.CCO.CCO.CCO.CCO.


Version Q
This record from the Open Molecules 2025 dataset describes a 9-piece molecular cluster, C18H54O9 overall. The level of theory is the ωB97M-V functional and the def2-TZVPD basis.

The geometry in XYZ format:
```
81
Properties=species:S:1:pos:R:3:mulliken_charge:R:1
C 18.815 -16.691 3.358 -0.887
C 18.445 -17.082 1.957 1.004
O 17.916 -15.923 1.319 -0.492
H 19.378 -17.472 3.871 0.386
H 17.902 -16.456 3.912 0.463
H 19.416 -15.780 3.371 -0.369
H 17.708 -17.892 1.967 0.250
H 19.312 -17.415 1.376 -0.394
H 17.959 -15.973 0.345 0.322
C 18.799 -12.198 6.938 -1.346
C 18.690 -12.381 5.436 0.212
O 18.430 -13.762 5.136 -0.505
H 17.828 -12.370 7.401 0.302
H 19.126 -11.183 7.175 0.376
H 19.533 -12.878 7.372 0.343
H 19.583 -12.009 4.915 0.172
H 17.886 -11.735 5.055 0.147
H 18.037 -13.758 4.256 0.414
C 21.008 -17.757 -0.890 -0.213
C 21.387 -17.080 -2.161 -0.600
O 21.076 -15.679 -2.074 -0.488
H 21.399 -17.231 -0.017 -0.284
H 21.321 -18.799 -0.816 0.477
H 19.915 -17.798 -0.791 0.290
H 20.795 -17.469 -2.994 0.265
H 22.439 -17.249 -2.395 0.482
H 21.902 -15.195 -2.149 0.292
C 22.059 -16.871 1.733 -0.654
C 22.220 -16.515 3.192 -0.299
O 22.529 -17.730 3.874 -0.550
H 21.723 -16.015 1.141 -0.079
H 21.448 -17.759 1.593 0.299
H 23.052 -17.094 1.319 0.276
H 21.279 -16.107 3.577 -0.020
H 22.989 -15.744 3.300 0.458
H 22.880 -17.516 4.743 0.318
C 17.745 -20.190 6.621 -1.211
C 19.034 -20.329 5.833 0.808
O 19.942 -21.155 6.570 -0.581
H 17.883 -19.632 7.550 0.328
H 17.389 -21.180 6.911 0.337
H 16.984 -19.680 6.029 0.312
H 19.448 -19.341 5.622 0.154
H 18.740 -20.843 4.914 -0.489
H 20.388 -21.737 5.950 0.318
C 22.155 -12.569 1.943 -1.613
C 20.852 -13.283 2.279 1.013
O 19.789 -12.362 2.164 -0.587
H 22.981 -13.247 1.720 0.340
H 22.474 -11.990 2.814 0.381
H 22.009 -11.890 1.105 0.385
H 20.965 -13.755 3.267 0.158
H 20.624 -14.103 1.580 -0.376
H 18.982 -12.899 2.150 0.236
C 18.905 -13.149 -1.162 -0.452
C 18.007 -14.173 -1.865 -0.471
O 18.167 -15.486 -1.354 -0.663
H 19.903 -13.561 -1.023 0.073
H 18.460 -12.809 -0.229 -0.086
H 19.003 -12.252 -1.782 0.441
H 18.158 -14.167 -2.950 0.341
H 16.957 -13.916 -1.715 0.373
H 19.086 -15.764 -1.461 0.187
C 15.706 -11.746 2.095 -1.247
C 16.023 -13.166 1.752 -0.085
O 17.242 -13.537 2.416 -0.411
H 15.618 -11.641 3.175 0.254
H 14.754 -11.471 1.635 0.430
H 16.494 -11.093 1.724 0.267
H 16.128 -13.289 0.665 0.064
H 15.218 -13.851 2.040 0.392
H 17.417 -14.478 2.215 0.270
C 17.710 -21.080 2.119 -0.591
C 18.039 -22.548 2.329 -0.494
O 19.446 -22.761 2.203 -0.516
H 17.987 -20.791 1.099 0.304
H 18.279 -20.495 2.840 0.010
H 16.657 -20.795 2.175 0.387
H 17.508 -23.184 1.613 0.393
H 17.755 -22.886 3.328 0.252
H 19.638 -23.042 1.306 0.294
```

The calculation puts the HOMO energy at -0.3504 Eh. The orbital gap comes out at 0.365 hartree. Its lowest unoccupied orbital energy is 0.0145 hartree. Its SMILES is CCO.CCO.CCO.CCO.CCO.CCO.CCO.CCO.CCO.


Which is less stable than every other structure shown? version P is.